Record 1
DFT (wB97M-V/def2-TZVPD) results for a cluster of 2 separate species, C3H5IN2O in total at a distorted geometry.

Structure (XYZ):
```
12
Properties=species:S:1:pos:R:3:forces:R:3:lowdin_charge:R:1
C 0.122 -1.037 -0.851 -0.7 1.8 -0.2 -0.265
C 2.562 -1.735 0.249 1.5 0.4 -1.6 -0.677
C -0.375 0.422 -0.635 -1.8 -0.5 3.9 -0.118
N -0.313 -1.952 -0.062 0.3 1.1 -0.8 -0.160
N -0.749 -2.548 0.774 -0.6 -1.5 1.3 0.220
O 2.899 -2.545 -0.558 -1.0 0.6 1.8 -0.036
I 3.312 0.329 -0.023 0.0 -0.1 0.1 0.684
H 0.576 -1.272 -1.802 0.0 -0.4 0.3 0.110
H 2.035 -1.687 1.211 -0.2 -0.9 -0.3 0.052
H -1.570 0.627 -0.263 3.3 -1.2 -1.0 0.139
H -0.329 0.791 -1.592 0.3 1.6 -2.0 0.008
H 0.275 1.008 0.129 -1.0 -0.9 -1.5 0.043
```
Forces are in eV/Å.

As for the highest occupied orbital energy: -0.3176 Ha. The frontier orbital gap is 0.32604 Eh. As for the energy above the lowest of the compared OMol25 structures with the same formula, charge and spin: 51.0 kcal per mole. As for the spin multiplicity: 1.

Record 2
DFT (wB97M-V/def2-TZVPD) results for a cluster of 2 separate species, C3H5IN2O2S in total at a distorted geometry.

Structure (XYZ):
```
14
Properties=species:S:1:pos:R:3:forces:R:3:lowdin_charge:R:1
C 1.473 -0.500 0.928 1.4 -0.9 0.5 -0.092
C -0.460 0.898 0.682 -0.5 1.7 -3.3 -0.173
C 0.995 0.724 0.361 1.8 0.1 -2.6 -0.746
N 2.026 -1.491 1.180 -2.2 2.7 0.1 -0.112
N 1.629 -2.817 -1.336 0.7 -0.4 0.5 -0.315
O 1.169 -4.976 -0.039 -0.1 -0.2 0.3 -0.488
O 2.293 -2.573 1.582 1.3 -1.8 0.9 -0.078
S 2.103 -3.943 -0.414 -0.9 0.8 -2.0 0.840
I 2.138 2.520 1.034 -0.4 -0.9 -0.3 0.752
H -0.968 -0.004 0.287 -0.3 0.9 -0.4 0.096
H -0.479 0.728 1.689 -0.7 0.4 2.9 0.035
H -0.829 1.983 0.320 0.4 -2.9 0.9 0.128
H 1.316 0.540 -0.754 -1.0 1.1 1.8 0.131
H 0.702 -2.631 -1.740 0.3 -0.7 0.6 0.022
```
Forces are in eV/Å.

As for the highest occupied orbital energy: -0.3633 Ha. The frontier orbital gap is 0.33915 Eh. As for the energy above the lowest of the compared OMol25 structures with the same formula, charge and spin: 43.6 kcal per mole. As for the spin multiplicity: 1.

Record 3
DFT (wB97M-V/def2-TZVPD) results for a structure of composition C3H5IN3 at a distorted geometry.

Structure (XYZ):
```
12
Properties=species:S:1:pos:R:3:forces:R:3:lowdin_charge:R:1
C 0.695 -1.278 0.033 -1.4 0.2 0.0 -0.136
C -1.283 -2.207 -0.009 1.8 -0.2 0.2 -0.207
C 0.027 1.225 0.040 -3.7 1.2 2.3 -0.075
N 0.049 -2.416 0.063 -1.1 -0.7 -0.2 0.098
N 0.039 -0.158 -0.042 -4.5 -2.8 -0.6 0.077
N -1.674 -0.963 -0.060 3.9 0.5 -0.1 -0.484
I -3.280 0.127 0.035 -0.8 0.5 0.0 1.127
H 1.718 -1.434 0.041 2.3 0.8 0.1 0.144
H -1.776 -3.179 -0.019 -1.2 0.7 0.0 0.159
H -0.754 1.609 0.867 1.8 -1.1 -1.4 0.129
H 0.960 1.493 0.320 3.2 1.0 1.4 0.077
H -0.195 1.851 -0.781 -0.4 -0.3 -1.7 0.090
```
Forces are in eV/Å.

As for the highest occupied orbital energy: -0.5248 Ha. The frontier orbital gap is 0.30304 Eh. Its charge is +1. As for the energy above the lowest of the compared OMol25 structures with the same formula, charge and spin: 75.8 kcal per mole. As for the spin multiplicity: 1.

Number 1 is which compound?
C3H5IN2O